Density functional theory data (the ωB97M-V functional and the def2-TZVPD basis) for a molecular structure, C28H38BBr2F6N2O9S at a distorted geometry.

The calculation puts the calculated total energy at -8046.9400 a.u. The calculation puts the HOMO-LUMO gap at 0.32591 Eh.

```
! wB97M-V def2-TZVPD RIJCOSX def2/J DEFGRID3
* xyz -1 1
C -4.002 3.233 2.787
C -3.635 3.768 1.428
C -4.573 4.527 0.756
C -4.333 5.035 -0.504
C -3.111 4.795 -1.098
C -2.170 4.038 -0.437
C -2.412 3.495 0.815
C -1.364 2.666 1.547
C -1.093 1.167 1.244
C 0.346 0.834 0.637
C 0.570 1.856 -0.543
C 1.384 3.185 -0.561
C 1.615 4.120 0.610
N 0.702 5.247 0.676
O 2.535 4.011 1.374
C 1.335 1.160 1.806
Br 0.845 0.428 3.578
C 2.898 1.058 1.714
C 3.648 1.281 0.399
Br 3.653 -0.524 2.610
C 0.336 -0.663 0.043
C 0.180 -1.653 1.243
C -0.245 -3.133 1.169
C 0.469 -3.912 2.258
F 0.025 -3.445 3.507
C 1.712 -1.013 -0.568
C 1.912 -2.431 -1.129
C 3.072 -2.451 -2.145
C 2.848 -3.449 -3.263
O 2.560 -4.741 -2.703
C 1.415 -5.308 -3.130
O 0.745 -6.022 -2.456
C -0.721 -0.820 -1.113
O -1.199 -2.105 -1.114
C -0.283 -0.509 -2.584
O 0.240 -1.311 -3.291
N -0.649 0.779 -3.091
C 0.000 1.136 -4.277
O -0.448 1.213 -5.371
F 1.290 1.448 -4.002
O -1.883 0.088 -1.006
S -2.453 0.297 0.464
O -2.605 -0.959 1.120
O -3.614 1.109 0.315
H -4.855 3.787 3.173
H -3.197 3.392 3.504
H -4.244 2.173 2.738
H -5.529 4.724 1.224
H -5.082 5.613 -1.026
H -2.898 5.197 -2.078
H -1.220 3.892 -0.923
H -1.629 2.720 2.600
H -0.440 3.227 1.483
H -1.149 0.680 2.214
H 1.036 1.287 -1.335
H -0.406 2.068 -0.958
H 0.918 3.816 -1.319
H 2.376 3.004 -0.970
H 0.299 5.239 1.612
H 1.298 6.073 0.695
H 1.147 2.190 2.073
H 3.237 1.840 2.384
H 3.055 1.190 -0.495
H 4.112 2.265 0.407
H 4.456 0.561 0.310
H -0.485 -1.226 1.981
H 1.159 -1.641 1.721
H -1.306 -3.214 1.396
H -0.098 -3.665 0.237
H 1.551 -3.770 2.202
H 0.203 -4.963 2.186
H 1.994 -0.317 -1.358
H 2.458 -0.917 0.211
H 2.203 -3.091 -0.312
H 1.020 -2.865 -1.564
H 3.143 -1.475 -2.632
H 4.005 -2.680 -1.632
H 3.745 -3.542 -3.876
H 2.019 -3.123 -3.889
H 1.162 -5.095 -4.181
H -1.863 -2.193 -1.809
H -1.652 0.897 -3.187
B -1.221 -7.920 2.296
F -0.162 -7.120 1.802
F -2.442 -7.253 2.074
F -1.224 -9.156 1.626
F -1.038 -8.128 3.676
*
```


Density functional theory data (the ωB97M-V functional and the def2-TZVPD basis) for a molecular structure, C28H38BFGe2N8Pd at a distorted geometry.

The calculation puts the calculated total energy at -5933.1043 a.u. The calculation puts the HOMO-LUMO gap (alpha / beta) at 0.12125 / 0.11710 Eh. The value obtained for the energy relative to the best compared isomer or geometry (same formula, charge and spin) is 3.7025 eV.

```
! wB97M-V def2-TZVPD RIJCOSX def2/J DEFGRID3
* xyz 3 2
Pd 0.599 -0.415 -0.546
C 4.429 1.661 -1.139
C 3.049 1.589 -1.320
N 2.574 0.548 -0.647
N 3.591 -0.077 -0.050
C 4.731 0.587 -0.329
B 3.500 -1.536 0.457
N 3.069 -2.356 -0.784
C 3.620 -3.393 -1.437
C 2.776 -3.766 -2.464
C 1.695 -2.895 -2.372
N 1.881 -2.053 -1.360
N 2.375 -1.824 1.482
C 2.459 -2.726 2.479
C 1.181 -3.043 2.891
C 0.348 -2.285 2.076
N 1.087 -1.556 1.243
N 4.810 -1.803 1.171
C 6.005 -2.357 0.911
C 6.852 -2.081 1.980
C 6.074 -1.303 2.867
N 4.905 -1.113 2.331
H 5.097 2.396 -1.537
H 2.414 2.232 -1.902
H 5.686 0.275 0.039
H 4.556 -3.820 -1.139
H 2.924 -4.548 -3.180
H 0.817 -2.843 -2.990
H 3.392 -3.103 2.844
H 0.892 -3.731 3.655
H -0.728 -2.256 2.083
H 6.218 -2.907 0.018
H 7.895 -2.308 2.085
H 6.352 -0.843 3.797
C -0.721 2.641 -4.594
C -0.466 1.359 -3.860
Ge -0.566 1.482 -1.743
C 0.011 3.321 -0.830
C -0.018 4.488 -1.770
C -2.542 1.804 -1.315
C -3.097 1.380 -0.200
Ge -1.948 -0.127 0.826
C -2.254 0.025 2.872
C -3.229 -0.920 3.524
C -1.935 -1.735 -0.581
C -3.184 -2.586 -0.457
C -4.312 1.678 0.505
C -4.678 3.017 0.742
C -5.923 3.299 1.263
C -6.792 2.269 1.616
C -6.428 0.939 1.405
C -5.183 0.645 0.895
H -0.768 2.409 -5.663
H 0.080 3.363 -4.464
H -1.675 3.091 -4.331
H 0.527 0.959 -4.070
H -1.221 0.609 -4.104
H 0.998 3.158 -0.398
H -0.720 3.420 -0.029
H 0.748 4.411 -2.539
H 0.194 5.399 -1.200
H -0.995 4.630 -2.229
H -3.109 2.390 -2.031
H -2.557 1.066 3.001
H -1.247 -0.096 3.276
H -4.243 -0.793 3.152
H -3.239 -0.696 4.591
H -2.935 -1.962 3.416
H -1.040 -2.355 -0.423
H -1.904 -1.258 -1.569
H -3.253 -3.075 0.513
H -3.152 -3.364 -1.219
H -4.089 -2.006 -0.630
H -4.000 3.816 0.486
H -6.221 4.328 1.403
H -7.735 2.503 2.090
H -7.111 0.144 1.664
H -4.891 -0.386 0.741
F -0.305 0.969 1.059
*
```


Density functional theory data (the ωB97M-V functional and the def2-TZVPD basis) for a molecular structure, C28H38Cl2N3OSiTi at a distorted geometry.

The calculation puts the calculated total energy at -3388.5514 a.u. The calculation puts the HOMO-LUMO gap (alpha / beta) at 0.24156 / 0.30485 Eh. The value obtained for the energy relative to the best compared isomer or geometry (same formula, charge and spin) is 0.1834 eV.

```
! wB97M-V def2-TZVPD RIJCOSX def2/J DEFGRID3
* xyz 1 3
Ti 1.500 0.268 -0.645
N 3.722 0.344 -1.349
C 4.463 1.585 -1.024
C 3.835 2.786 -1.742
C 3.327 3.885 -0.808
C 2.346 3.408 0.258
N 1.310 2.521 -0.306
H 4.155 -0.442 -0.868
H 3.836 0.147 -2.339
H 5.517 1.486 -1.289
H 4.419 1.709 0.059
H 3.008 2.422 -2.360
H 4.550 3.228 -2.436
H 2.855 4.666 -1.410
H 4.170 4.361 -0.303
H 1.895 4.281 0.735
H 2.862 2.848 1.039
H 0.870 2.971 -1.106
H 0.553 2.401 0.363
C -0.467 -0.251 -3.675
C -1.760 0.198 -2.983
C -1.819 1.733 -3.000
C -2.950 -0.330 -3.792
Si -1.745 -0.318 -1.139
O -0.387 0.275 -0.482
C -3.218 0.415 -0.233
C -4.523 -0.022 -0.472
C -5.599 0.529 0.208
C -5.387 1.525 1.151
C -4.098 1.963 1.413
C -3.027 1.409 0.726
C -1.717 -2.179 -0.791
C -2.117 -3.200 -1.650
C -2.077 -4.533 -1.259
C -1.652 -4.875 0.015
C -1.265 -3.873 0.897
C -1.290 -2.546 0.491
H -0.445 0.116 -4.705
H -0.379 -1.340 -3.707
H 0.433 0.154 -3.186
H -1.746 2.104 -4.027
H -0.996 2.171 -2.425
H -2.753 2.102 -2.572
H -2.937 0.111 -4.794
H -3.903 -0.062 -3.334
H -2.920 -1.413 -3.918
H -4.708 -0.816 -1.188
H -6.603 0.177 0.008
H -6.226 1.954 1.684
H -3.927 2.734 2.154
H -2.019 1.751 0.937
H -2.467 -2.967 -2.649
H -2.389 -5.305 -1.951
H -1.637 -5.912 0.325
H -0.958 -4.128 1.906
H -0.987 -1.770 1.189
N 2.065 -0.032 1.279
C 2.012 -0.070 2.435
C 1.870 -0.204 3.837
C 1.461 -1.427 4.382
C 1.318 -1.541 5.752
C 1.581 -0.453 6.574
C 1.988 0.760 6.033
C 2.136 0.893 4.666
H 1.258 -2.267 3.731
H 1.001 -2.481 6.182
H 1.467 -0.550 7.645
H 2.190 1.602 6.680
H 2.454 1.833 4.235
Cl 1.709 -2.077 -1.709
C 2.069 -3.449 -0.598
Cl 3.387 -3.065 0.502
H 2.349 -4.287 -1.224
H 1.159 -3.639 -0.042
*
```